(1)
This record from the OMol25 dataset describes C16H17FN4O3S in the gas phase. The level of theory is wB97M-V/def2-TZVPD.

Last column: Mulliken charge in e.
Element x y z (Å)
O 3.74607 0.36329 -2.44725  -0.649
C 2.62269 0.35805 -2.90740  0.395
N 1.63406 -0.42943 -2.39884  -0.210
H 0.68216 -0.28703 -2.69642  0.298
C 1.85319 -1.19191 -1.19682  -0.626
C 1.09047 -0.64206 -0.04457  0.585
N 0.75861 -1.24310 1.04689  -1.015
N 0.08678 -0.35457 1.80990  0.389
C 0.03120 0.74962 1.12741  0.308
O 0.65537 0.64541 -0.06400  -0.284
S -0.73418 2.21769 1.58258  -0.183
C -1.59187 1.56465 3.04992  -0.498
C -2.40855 0.34054 2.63177  0.348
O -3.08470 0.36343 1.61990  -0.667
N -2.36269 -0.71724 3.45140  0.162
C -1.45320 -0.93061 4.56549  -0.596
C -1.74589 -2.36188 5.01595  -0.707
H -0.87782 -2.82987 5.47491  0.345
C -2.16990 -3.03695 3.71457  -0.571
C -3.02058 -1.95612 3.06109  -0.678
H -3.06144 -2.01782 1.97271  0.348
H -4.04581 -1.96504 3.44866  0.295
H -2.71972 -3.96174 3.87232  0.367
H -1.29372 -3.23988 3.09879  0.286
H -2.57196 -2.37295 5.72883  0.323
H -1.63123 -0.20478 5.36360  0.337
H -0.42011 -0.84697 4.21065  0.335
H -0.84973 1.35937 3.81485  0.382
H -2.26175 2.36223 3.37033  0.352
H 1.57893 -2.24328 -1.33124  0.292
H 2.92977 -1.13254 -0.98752  0.336
C 2.22890 1.19245 -4.07763  0.333
C 2.91322 2.39058 -4.26940  -0.413
C 2.61149 3.21325 -5.33697  -0.538
C 1.62433 2.81280 -6.22051  0.368
C 0.94350 1.61727 -6.06738  -0.612
C 1.24839 0.80803 -4.98835  -0.358
H 0.73750 -0.13762 -4.88246  0.425
H 0.19297 1.33358 -6.78818  0.438
F 1.32310 3.60261 -7.26825  -0.314
H 3.12692 4.14730 -5.49373  0.438
H 3.68521 2.66123 -3.56562  0.433

Output
* spin multiplicity: 1
* SMILES: O=C(NCc1nnc(SCC(=O)N2CCCC2)o1)c1ccc(F)cc1
* E_LUMO: 0.54 eV
* energy above the lowest of the compared OMol25 structures with the same formula, charge and spin: 0.1 kcal per mole

---

(2)
This record from the OMol25 dataset describes a molecular structure, C12H33BN2O5Si2. The level of theory is wB97M-V/def2-TZVPD.

Last column: Mulliken charge in e.
Element x y z (Å)
C 0.62604 -0.87736 3.64644  -1.172
C 0.93889 0.61292 3.52769  0.312
C 2.36355 0.86496 3.03548  -0.702
O 2.49330 0.82336 1.62683  -0.381
C 1.94880 1.94476 0.93192  -0.939
Si 0.65331 1.44927 -0.36631  -0.030
C -0.67595 2.78600 -0.33186  -0.695
N -1.47137 2.85792 -1.57662  -0.499
C 1.34385 1.41918 -2.10580  -1.132
C 2.35276 0.33061 -2.50416  0.251
C 3.14013 -0.27163 -1.34733  -1.196
O 1.60637 -0.69146 -3.19308  -0.534
O 0.02151 -0.00907 0.10163  -0.014
Si -0.75453 -1.10653 -0.88300  0.384
C -2.48783 -1.35438 -0.25982  -0.861
C -3.37542 -0.10089 -0.41067  -0.032
C -3.95852 0.42197 0.90824  -0.999
N -2.98470 0.59850 1.98111  -0.546
C 0.15361 -2.73074 -0.86940  -0.662
B -0.14116 -3.61517 -2.15096  0.581
O -0.23349 -3.05738 -3.40092  -0.709
O -0.34452 -4.97453 -2.09492  -0.555
H 1.23016 -1.34023 4.43128  0.421
H -0.42202 -1.04067 3.90294  0.333
H 0.82963 -1.38821 2.70162  0.111
H 0.22227 1.08807 2.85163  -0.222
H 0.80673 1.09889 4.50036  0.447
H 2.75785 1.81364 3.42745  0.338
H 3.01675 0.06579 3.39909  0.359
H 1.49624 2.66381 1.62983  0.616
H 2.78826 2.47023 0.45310  0.441
H -1.32796 2.64324 0.54004  0.347
H -0.16255 3.74089 -0.13852  0.581
H -1.29983 3.71606 -2.07882  0.227
H -2.46241 2.80598 -1.39393  0.188
H 0.48539 1.35150 -2.78127  0.465
H 1.78989 2.40589 -2.28745  0.599
H 3.08006 0.76237 -3.20364  0.410
H 3.89325 -0.97382 -1.71936  0.495
H 3.67221 0.51037 -0.79848  0.291
H 2.49076 -0.79977 -0.64729  0.077
H 2.22586 -1.27409 -3.64431  0.312
H -0.81691 -0.52658 -2.24272  -0.237
H -2.90789 -2.20103 -0.81556  0.397
H -2.41167 -1.66218 0.79047  0.479
H -4.21046 -0.33076 -1.07950  0.465
H -2.82369 0.71744 -0.88998  -0.247
H -4.74124 -0.25953 1.25597  0.406
H -4.44728 1.38370 0.71513  0.333
H -2.04663 0.72352 1.62161  0.093
H -2.97154 -0.18681 2.61218  0.318
H -0.16870 -3.24995 0.04492  0.333
H 1.23133 -2.56327 -0.77861  0.276
H 0.11144 -2.15578 -3.41287  0.368
H -0.12194 -5.32900 -1.22982  0.311

Output
* spin multiplicity: 1
* E_LUMO: 0.60 eV

---

(3)
This record from the OMol25 dataset describes C6H4O2 in the gas phase. The level of theory is wB97M-V/def2-TZVPD.

Last column: Mulliken charge in e.
Element x y z (Å)
C -0.08133 -0.20146 0.28547  1.825
C 0.59758 -0.59641 -0.87282  -0.385
C 0.18667 1.23328 0.20185  -0.967
C 0.37355 2.43434 -0.04350  0.037
C -1.42107 -0.36028 0.06749  -0.907
C -2.57145 -0.41681 -0.39962  -0.136
H 1.04260 -1.62876 1.36888  0.397
H 0.05266 -0.57058 -1.81937  0.390
H 0.68064 3.46653 -0.20102  0.444
H -3.56118 -0.62364 -0.83962  0.415
O 0.44397 -0.72272 1.52287  -0.590
O 1.96623 -0.92723 -0.76564  -0.521

Output
* spin multiplicity: 1
* SMILES: C#CC(O)(C#C)C=O
* E_LUMO: -0.66 eV
* energy above the lowest of the compared OMol25 structures with the same formula, charge and spin: 145.7 kcal per mole

---

(4)
This record from the OMol25 dataset describes a molecular structure, C24H49AsBF6NO10PtS5. The level of theory is wB97M-V/def2-TZVPD.

Last column: Mulliken charge in e.
Element x y z (Å)
Pt 0.04757 1.35713 3.73989  4.903
B 0.08770 -0.60580 4.90807  0.793
H -0.95487 -0.50238 4.64998  -0.391
H 0.29189 -1.41105 5.59663  -0.112
H 0.65873 -0.86381 4.02967  -0.641
H 0.42824 0.30502 5.37570  -0.094
As -0.31681 -1.04204 0.75677  1.982
F -0.46160 -2.35736 -0.50971  -0.575
F 1.08091 -1.91053 1.45730  -0.725
F -0.07439 0.29974 1.91101  -1.047
F -1.66691 -0.06786 0.10194  -0.365
F -1.32052 -1.96044 1.90388  -0.492
F 0.78807 -0.17872 -0.36942  -0.385
C -5.67406 1.38727 3.29815  -0.687
C -5.63580 0.35302 2.06820  -0.743
C -4.17243 -0.03998 1.81370  -0.468
S -3.24438 1.61280 2.08130  0.894
O -3.11359 2.28556 0.77382  -0.716
O -2.09800 1.39797 2.92579  -1.349
C -4.64535 2.48298 2.96281  -0.849
H -5.23113 0.92800 4.18188  0.321
H -6.65805 1.78677 3.54363  0.394
H -6.02922 0.84040 1.17614  0.301
H -6.32596 -0.46546 2.27280  0.424
H -4.03086 -0.40816 0.79757  0.082
H -3.79072 -0.77182 2.52558  0.448
H -5.07524 3.12810 2.19657  0.346
H -4.30369 3.11757 3.78054  0.491
C 4.12982 -0.50688 0.80264  0.390
C 4.81994 -1.21953 2.02022  -1.014
C 4.28324 -0.68225 3.38476  -0.664
S 3.66682 1.02910 2.97647  0.892
O 4.51737 2.09420 3.57183  -0.704
O 2.17458 1.09022 3.12604  -1.388
C 4.03049 0.95680 1.20866  -0.662
H 3.07758 -0.79107 0.79262  -0.467
H 4.54596 -0.83444 -0.15005  0.528
H 5.90692 -1.22883 1.93972  0.415
H 4.73103 -2.30393 1.95481  0.448
H 5.05709 -0.48764 4.12732  0.449
H 3.42791 -1.22889 3.78188  0.311
H 4.98394 1.46589 1.06770  0.415
H 3.31718 1.58609 0.67642  0.151
C 1.42437 1.05916 -3.19124  0.663
C 0.64054 -0.14196 -3.62863  -0.275
C 1.59436 -1.36411 -3.52347  0.089
S 3.32771 -0.62731 -3.72793  0.983
O 3.93832 -1.10249 -4.99856  -0.687
O 3.99350 -0.70177 -2.43761  -0.536
C 2.78637 1.11145 -3.94958  -1.100
H 1.56585 1.09375 -2.11102  -0.751
H 0.82283 1.93590 -3.43118  0.530
H 0.29639 0.02029 -4.65006  0.540
H -0.27966 -0.19463 -3.04678  -0.397
H 1.47669 -2.12758 -4.29248  0.642
H 1.60253 -1.76003 -2.50794  -0.656
H 2.74720 1.17613 -5.03695  0.383
H 3.57582 1.77313 -3.59318  0.456
C -1.05857 4.33250 -1.13404  -0.424
C -0.73950 5.63166 -0.43283  -0.957
C -0.56472 5.34687 1.09017  -0.766
S 0.57809 3.91318 1.18000  0.708
O 0.16184 3.06631 2.35439  -1.064
O 1.95398 4.31427 1.01947  -0.587
C -0.12880 3.23597 -0.57388  0.240
H -0.88570 4.45327 -2.20345  0.299
H -2.11637 4.10638 -0.99980  0.261
H -1.49207 6.41572 -0.51639  0.451
H 0.13818 6.12394 -0.85167  0.355
H -1.47601 4.96734 1.55237  0.235
H -0.21497 6.11766 1.77694  0.534
H -0.80611 2.41671 -0.33270  -0.679
H 0.80739 2.90117 -1.02061  0.663
C 1.55503 -4.72351 -1.92502  -0.021
C 0.33753 -5.60003 -1.61506  -0.694
C 0.46329 -6.26461 -0.23551  -0.716
S 2.04539 -5.78876 0.50833  1.056
O 3.01978 -6.80805 0.16958  -0.672
O 1.80104 -5.26481 1.86250  -0.611
C 2.28180 -4.35976 -0.67042  0.194
H 1.33783 -3.80626 -2.47236  -0.363
H 2.26885 -5.26549 -2.54536  0.549
H 0.19267 -6.34857 -2.39404  0.314
H -0.47052 -4.87178 -1.68437  0.252
H 0.29138 -7.33516 -0.12386  0.491
H -0.15150 -5.63554 0.40825  0.302
H 3.33389 -4.12881 -0.83739  0.618
H 1.78702 -3.54548 -0.14105  -0.604
N -3.62702 -0.36871 -2.81335  0.159
C -2.75120 0.76448 -2.73265  -0.386
C -2.98925 1.55593 -3.92668  -0.406
C -3.90901 0.80757 -4.65989  -0.643
C -4.23176 -0.36160 -4.02538  -0.235
H -3.84504 -1.10209 -2.15403  0.264
H -2.07831 0.92649 -1.90357  0.751
H -2.56334 2.52865 -4.12374  0.504
H -4.11706 1.05191 -5.69111  0.429
H -4.88044 -1.18471 -4.28637  0.473

Output
* spin multiplicity: 4
* total charge: +1
* E_LUMO (alpha / beta): -3.82 / -7.67 eV

---

(5)
This record from the OMol25 dataset describes a molecular structure, C19H42F12HfN4O13PS3. The level of theory is wB97M-V/def2-TZVPD.

Last column: Mulliken charge in e.
Element x y z (Å)
Hf -1.93355 -3.56322 -4.30713  1.374
S 0.88175 -2.09141 -0.20943  1.282
O 0.55597 -2.64099 1.08545  -0.530
O 1.04311 -3.15702 -1.22280  -0.407
O -0.29781 -1.52540 -0.80192  -0.433
O 1.95825 -1.15403 -0.16981  -0.550
C 6.41066 -5.76475 0.78156  -1.059
C 5.35507 -6.73668 1.29023  0.635
O 5.11008 -7.79455 0.71673  -0.365
N 4.61618 -6.35759 2.62141  -0.184
H 4.96259 -5.58687 3.17465  0.361
H 3.71068 -6.04402 2.30227  0.369
C 4.40755 -7.57238 3.53527  -0.833
H 6.68688 -5.80506 -0.27209  0.348
H 7.33129 -5.94643 1.33613  0.323
H 6.09761 -4.72695 0.89586  0.330
H 5.32398 -7.83362 4.06443  0.349
H 4.05073 -8.39325 2.91322  0.375
H 3.59240 -7.36265 4.22784  0.353
C -2.14371 -1.37296 8.76795  -0.991
C -2.37929 -1.92283 7.36301  0.489
O -3.05296 -1.38531 6.49089  -0.419
N -1.64222 -3.17819 6.96133  -0.157
H -1.39064 -3.12181 5.98479  0.355
H -0.73430 -3.28422 7.39094  0.372
C -2.70744 -4.29338 7.23376  -0.719
H -1.12989 -1.12647 9.08341  0.367
H -2.33957 -2.18021 9.47370  0.347
H -2.88052 -0.59124 8.95269  0.328
H -2.94251 -4.17119 8.29108  0.349
H -2.26881 -5.25647 6.97268  0.344
H -3.65852 -4.11976 6.73038  0.337
C 6.86498 2.48521 0.82539  -1.058
C 6.83199 2.58092 2.34998  0.583
O 7.54918 3.34950 2.95881  -0.379
N 5.74260 1.74579 3.03242  -0.199
H 5.21704 1.30325 2.29212  0.372
H 6.06861 0.89503 3.46834  0.346
C 4.76680 2.53385 3.88924  -0.768
H 7.84997 2.82858 0.50917  0.325
H 6.01062 2.97179 0.35485  0.338
H 6.81517 1.43504 0.53768  0.398
H 4.40622 3.31713 3.22250  0.323
H 5.44159 2.87798 4.67304  0.382
H 4.05233 1.84588 4.34127  0.337
C -2.82131 5.55351 -0.22667  -1.317
C -1.76178 5.98596 -1.33710  -0.348
C -2.13182 5.65349 -2.83392  -0.790
N -1.91762 6.83105 -3.86588  0.171
C -0.58577 7.57969 -3.56312  -1.124
C -3.11216 7.78269 -3.83302  -0.536
C -4.01103 7.28960 -4.98156  -0.615
C -2.98441 7.05412 -6.11276  -0.556
C -1.90229 6.28056 -5.36557  -0.623
H -3.87327 5.64175 -0.49812  0.362
H -2.61316 6.01214 0.73999  0.365
H -2.75121 4.50248 0.05356  0.360
H -0.84413 5.47558 -1.04464  0.342
H -1.66839 7.05604 -1.15186  0.256
H -3.15746 5.29749 -2.93107  0.419
H -1.46419 4.89227 -3.23755  0.525
H -0.64316 8.18993 -2.66178  0.381
H -0.38670 8.17238 -4.45597  0.497
H 0.25040 6.88064 -3.57871  0.376
H -2.75416 8.79105 -4.04076  0.464
H -3.69247 7.61927 -2.92492  0.267
H -4.79180 7.92545 -5.39892  0.392
H -4.56816 6.40989 -4.65935  0.280
H -2.54271 7.91195 -6.61985  0.312
H -3.34387 6.35056 -6.86369  0.367
H -0.89574 6.18921 -5.77374  0.459
H -2.25927 5.26188 -5.21411  0.317
C 5.25233 -0.75032 -6.41264  0.648
F 5.07346 -1.82875 -5.63259  -0.228
F 6.11571 0.10002 -5.87082  -0.214
F 5.73825 -1.24449 -7.55728  -0.215
S 3.54556 0.16454 -6.67964  1.085
O 3.51225 0.44365 -8.08017  -0.500
O 2.52599 -0.82564 -6.11374  -0.532
O 3.60344 1.40253 -5.87695  -0.536
C -9.01483 -1.90058 -0.08230  0.657
F -9.91424 -1.02156 0.43398  -0.194
F -8.00857 -1.99125 0.76924  -0.198
F -9.61928 -3.08642 -0.34152  -0.189
S -8.20887 -1.23062 -1.71745  1.095
O -7.98184 0.17184 -1.38290  -0.475
O -6.92465 -1.91333 -1.92836  -0.472
O -9.21831 -1.39694 -2.77665  -0.458
P -3.05637 -8.29268 -0.30215  1.123
F -4.53299 -8.42260 -1.04933  -0.369
F -2.38930 -7.95920 -1.76498  -0.389
F -3.27679 -6.74012 -0.50139  -0.352
F -1.60760 -8.15723 0.37930  -0.349
F -3.71921 -8.30602 1.15952  -0.338
F -2.87690 -9.91414 -0.40336  -0.338

Output
* spin multiplicity: 1
* total charge: +3
* E_LUMO: -11.55 eV
* energy above the lowest of the compared OMol25 structures with the same formula, charge and spin: 579.2 kcal per mole